The following is a DFT calculation (ωB97M-V/def2-TZVPD) of a cluster of 13 separate species, C104H74NO40 in total at a distorted geometry.

Properties
* largest force on an atom: 3.99 eV/A
* orbital gap: 5.619 eV
* multiplicity: 1
* HOMO energy: -0.229 hartree
* charge: -1

The geometry in XYZ format:
```
219
Properties=species:S:1:pos:R:3:forces:R:3
C -1.523856 -28.828696 -13.505524 -0.64 0.45 3.13
N -0.499857 -28.656184 -12.393855 1.37 -1.74 -0.70
C -0.945787 -29.492203 -11.238662 -0.32 0.42 0.86
C 0.748517 -29.450949 -12.898506 -1.35 0.83 -0.14
C -0.034593 -27.242022 -12.042657 -0.37 0.91 -0.06
C -0.613963 -26.596695 -10.753670 0.80 -2.16 -0.04
O -1.978687 -26.304200 -10.958353 0.59 0.27 0.35
H -1.673643 -29.886603 -13.600303 0.01 -0.43 -0.43
H -1.194994 -28.331486 -14.358637 0.47 0.75 -1.51
H -2.436139 -28.414370 -13.073904 -0.16 0.22 -0.45
H -1.951296 -29.235060 -10.861302 0.70 0.42 -0.23
H -0.175446 -29.509286 -10.460901 -0.33 0.38 -0.13
H -1.029047 -30.503668 -11.564035 0.08 -0.36 -0.52
H 1.283774 -29.660957 -12.023620 1.16 -0.37 1.07
H 1.324844 -28.876990 -13.590787 0.30 0.71 -0.36
H 0.452894 -30.356469 -13.405006 -0.43 -0.23 0.08
H -0.339008 -26.613599 -12.888690 0.27 -0.15 -0.02
H 1.064185 -27.262287 -11.951326 -0.43 -0.04 -0.08
H 0.060805 -25.768325 -10.436754 -0.63 -0.06 -0.49
H -0.393245 -27.422498 -10.010419 -0.79 1.00 -0.07
H -2.527507 -26.468007 -10.157400 0.30 -0.36 -0.24
C -0.210867 -31.989599 -8.734398 -1.21 -0.21 -0.66
O 0.740053 -31.540032 -9.395584 0.99 0.18 -0.47
O -0.242348 -31.685984 -7.431644 1.07 0.51 0.54
O -1.194577 -32.646601 -9.157040 0.16 -0.10 -0.10
C -5.064325 -28.232311 -14.404030 0.95 -0.29 -0.25
C -4.409676 -27.110317 -14.790929 0.73 -0.75 -2.03
C -4.836229 -25.700286 -14.442252 -0.17 0.89 -1.10
O -4.499780 -24.776870 -15.190789 0.55 -0.99 0.85
C -5.767554 -25.564488 -13.370731 -1.94 -0.94 0.98
C -6.561020 -26.677748 -13.136681 2.23 1.98 0.60
C -6.211130 -28.085887 -13.537471 0.62 0.93 -0.84
O -6.956091 -28.937820 -13.120619 -0.11 -1.02 0.21
O -7.573786 -26.656798 -12.320932 -0.60 1.14 0.56
O -3.429582 -27.192842 -15.768636 -0.41 1.23 1.15
H -4.730991 -29.236999 -14.727751 -0.28 0.73 0.18
H -5.973185 -24.601484 -12.849056 0.14 -0.85 -0.82
H -7.730605 -27.581648 -12.113876 -0.61 -0.93 0.12
H -3.089767 -26.267481 -15.976473 -0.80 -1.17 0.57
C -4.716479 -30.167549 -10.362276 -1.48 -0.80 0.44
C -4.972747 -31.030357 -9.280101 -0.35 1.62 -3.37
C -4.599992 -30.779008 -7.881419 0.60 0.86 0.15
O -4.898595 -31.703540 -7.100172 0.32 0.70 0.05
C -3.949031 -29.540220 -7.666349 0.66 0.84 0.96
C -3.742033 -28.511726 -8.644865 0.39 -0.72 -0.58
C -4.249125 -28.801450 -10.107613 -0.32 -0.91 0.18
O -4.228284 -27.946245 -10.984589 -0.08 -0.27 0.66
O -3.068263 -27.442021 -8.562295 -0.32 -1.01 0.67
O -5.670420 -32.130337 -9.415997 -0.42 -0.29 -0.53
H -5.222776 -30.302237 -11.379855 0.86 -0.15 1.57
H -3.540697 -29.436931 -6.647227 -0.20 0.39 -0.54
H -1.037373 -32.097047 -7.121532 -0.91 -0.31 0.58
H -5.746037 -32.473353 -8.496483 0.19 -0.20 0.26
C -3.717864 -33.582521 -10.912174 -2.18 -0.02 -1.85
C -3.238348 -32.686007 -11.778789 1.19 0.14 0.98
C -3.962104 -32.299759 -13.049184 3.00 -0.13 0.59
O -3.339186 -31.486541 -13.719286 -1.18 0.17 -0.59
C -5.108812 -33.062176 -13.409698 -1.50 0.76 -1.54
C -5.648537 -33.929203 -12.513499 -1.07 2.01 -2.60
C -5.017291 -34.178074 -11.204895 0.85 -1.16 0.80
O -5.584812 -35.016269 -10.518129 -0.17 0.14 0.27
O -6.855647 -34.475481 -12.777156 1.05 -0.64 2.05
O -2.017225 -32.150126 -11.547150 -1.86 -0.37 -1.25
H -3.178748 -33.839566 -10.069145 0.76 -0.64 1.74
H -5.568208 -32.713105 -14.406364 0.44 -1.04 1.76
H -7.035980 -34.957098 -11.913644 -0.05 0.20 -0.99
H -1.773714 -32.413559 -10.620715 0.84 0.01 0.52
C 3.422233 -35.411336 -11.288100 1.19 0.15 -0.81
C 2.978236 -34.137493 -11.050342 2.35 -1.35 -2.17
C 3.761660 -32.857276 -11.594248 -2.43 -1.03 1.29
O 3.197043 -31.801749 -11.340605 0.38 -0.41 -0.11
C 4.952206 -33.078590 -12.284813 1.80 -0.66 -0.43
C 5.429656 -34.344341 -12.433698 0.16 1.15 0.14
C 4.693579 -35.552251 -11.959107 -0.63 0.92 0.76
O 5.351215 -36.555096 -12.118214 -0.01 -2.01 0.07
O 6.624301 -34.644738 -12.913852 0.20 0.88 -0.05
O 1.860928 -33.886738 -10.537936 -1.58 3.25 1.70
H 2.963349 -36.367038 -11.081224 -0.52 0.32 0.43
H 5.581286 -32.233053 -12.440169 0.36 0.56 -0.54
H 6.799432 -35.593302 -12.714999 -0.62 0.10 -0.18
H 1.888322 -32.838332 -10.382444 -1.02 -1.74 -0.21
C -0.660314 -27.082868 -17.830709 0.17 1.50 1.49
C -0.111280 -26.567627 -16.739485 -1.23 2.88 1.71
C 1.177801 -26.989287 -16.146425 2.36 1.41 2.12
O 1.705737 -26.193070 -15.323044 -1.52 -1.74 -1.64
C 1.821932 -28.197833 -16.565910 0.16 -0.33 -0.20
C 1.226152 -28.731191 -17.649422 0.70 -1.70 -1.16
C -0.024728 -28.193589 -18.340796 0.68 -2.07 -0.46
O -0.463562 -28.835904 -19.270631 0.27 -0.38 -0.69
O 1.692539 -29.830196 -18.281501 0.30 0.91 0.82
O -0.667097 -25.478910 -16.068181 0.80 -1.62 -0.83
H -1.516716 -26.694786 -18.281785 -1.28 0.46 -0.59
H 2.762648 -28.569246 -16.085100 -1.00 0.48 -0.47
H 1.204362 -29.945646 -19.113201 -0.45 0.05 0.09
H -0.026031 -25.251481 -15.352325 -0.20 -0.19 -0.49
C 3.047897 -26.157742 -7.904964 -1.15 -2.06 1.04
C 2.497806 -26.320597 -6.682705 1.13 -2.20 -2.26
C 1.856196 -27.683685 -6.294715 -0.29 0.48 -2.27
O 1.384454 -27.732962 -5.195581 -0.29 0.01 1.64
C 1.694469 -28.753510 -7.300993 0.31 0.22 -1.35
C 2.225204 -28.621801 -8.551240 0.57 3.45 0.87
C 2.818694 -27.212747 -8.939834 -0.10 1.15 2.98
O 2.984060 -26.797955 -10.044689 0.07 -1.07 -2.77
O 2.169122 -29.378481 -9.595354 -0.39 -1.09 -0.43
O 2.587792 -25.476227 -5.716440 -1.56 0.04 3.01
H 3.552361 -25.279741 -8.221959 0.12 0.59 -0.16
H 0.975974 -29.558367 -7.215213 0.18 -0.23 0.92
H 1.723691 -30.244994 -9.375352 -0.35 -0.41 -0.18
H 2.035655 -25.948582 -4.978448 1.04 1.04 -0.95
C -0.869945 -23.607410 -5.002750 -0.14 -0.87 -0.26
C -0.538106 -23.031593 -6.169182 0.10 -1.12 0.83
C -0.582186 -23.874614 -7.387053 0.62 0.03 -0.01
O 0.044829 -23.379981 -8.293230 0.46 0.30 -2.19
C -1.078940 -25.207138 -7.422762 0.31 1.18 -2.41
C -1.404903 -25.791210 -6.299193 0.00 0.26 1.39
C -1.331804 -25.049232 -4.947220 0.22 1.44 -1.35
O -1.642582 -25.605734 -3.936741 -0.07 -0.33 0.71
O -1.745978 -27.019862 -6.246593 -0.66 -2.33 1.60
O 0.092482 -21.887315 -6.359781 -0.49 0.64 0.50
H -0.668436 -23.126685 -4.076543 -0.07 0.27 0.72
H -1.073231 -25.708496 -8.407524 -0.05 0.26 0.86
H -2.009749 -27.418628 -7.100817 -0.33 0.44 -0.52
H 0.202884 -21.792648 -7.333347 0.04 -0.19 0.10
C 5.289489 -32.721068 -16.141688 -1.31 -0.81 0.20
C 4.546860 -31.543967 -16.158565 -0.48 -1.43 -0.28
C 3.185847 -31.656750 -15.892748 -0.40 2.72 0.09
C 2.642196 -32.838547 -15.508439 -0.66 -1.55 -0.03
C 3.380564 -34.029868 -15.565587 1.10 0.69 -0.34
C 4.732176 -34.008311 -15.908748 -0.75 3.05 0.12
C 2.692881 -35.283988 -15.375829 -2.39 0.07 1.25
O 3.061040 -36.325212 -15.832968 0.60 -1.14 -0.30
C 1.377676 -35.201973 -14.556203 0.64 -1.50 0.49
C 0.987353 -36.359398 -13.803414 0.66 1.07 -1.47
C -0.149514 -36.257738 -13.031831 0.04 -2.13 0.53
C -0.916578 -35.126280 -12.967285 -1.33 1.98 -0.91
C -0.560146 -33.985070 -13.731487 0.16 -0.81 -0.31
C 0.607260 -34.026008 -14.514184 0.30 -1.24 0.94
C 1.179909 -32.843138 -15.146046 0.05 2.28 -0.42
O 0.585550 -31.772675 -15.294623 -0.24 -1.26 0.34
H 6.296573 -32.637164 -16.390957 1.71 -0.07 -0.32
H 5.016975 -30.645552 -16.510165 -0.01 0.43 0.20
H 2.469278 -30.781016 -15.926281 1.19 -1.13 0.03
H 5.345507 -34.855739 -15.989326 0.44 -1.15 0.00
H 1.508257 -37.337903 -13.898923 -0.19 1.10 0.05
H -0.456086 -37.205501 -12.533170 0.02 1.02 -0.12
H -1.910707 -35.126641 -12.475734 0.97 0.00 -0.04
H -1.173391 -33.093694 -13.847978 0.00 -0.18 0.51
C 2.014102 -24.251314 -13.192337 -0.15 -1.51 -1.59
C 1.727366 -23.335538 -12.237649 -0.14 1.16 1.93
C 2.605278 -23.076170 -11.134674 -0.34 -1.77 -2.33
C 3.758405 -23.882669 -11.096531 0.11 1.08 1.35
C 4.043110 -24.868343 -12.043502 -0.43 0.41 -1.31
C 3.178507 -25.015445 -13.117238 0.64 -0.10 -1.16
C 5.305584 -25.647711 -12.072009 0.72 0.29 1.68
O 5.687950 -26.304908 -13.023267 -0.15 0.57 0.70
C 6.069904 -25.598644 -10.703252 -1.32 -0.49 -1.23
C 7.050282 -26.553345 -10.482864 0.41 1.13 -3.37
C 7.710538 -26.590213 -9.330007 1.40 -1.27 2.13
C 7.308404 -25.824029 -8.255409 -0.14 0.35 0.30
C 6.305721 -24.868065 -8.423025 0.18 -0.10 0.74
C 5.671733 -24.749537 -9.670384 0.69 0.38 0.19
C 4.688790 -23.652425 -9.924862 -1.24 -0.73 -0.20
O 4.503458 -22.712571 -9.183736 0.61 -0.10 0.11
H 1.308640 -24.452974 -14.046220 0.95 0.55 1.15
H 0.764861 -22.846608 -12.330596 0.16 0.35 0.26
H 2.337111 -22.351573 -10.390413 0.25 0.09 0.29
H 3.516848 -25.616124 -13.991215 -0.56 0.17 1.06
H 7.542137 -26.949238 -11.379250 -0.74 -0.64 0.29
H 8.547190 -27.291640 -9.201520 -0.34 0.36 -0.07
H 7.856858 -26.013741 -7.336712 -0.39 0.52 0.17
H 6.013597 -24.241761 -7.558931 0.07 -0.27 -0.81
C -1.851231 -22.746949 -13.649457 0.47 -0.94 0.58
C -1.889242 -23.314323 -12.350069 -1.23 1.74 0.60
C -1.688409 -22.479933 -11.232349 1.15 -0.27 -0.06
C -1.265722 -21.152183 -11.445555 -0.01 -0.46 0.04
C -1.119735 -20.655374 -12.749741 -0.73 -1.13 1.18
C -1.429082 -21.456829 -13.857098 0.52 1.06 1.16
C -0.792206 -19.251344 -12.969703 0.30 0.71 -1.68
O -0.719640 -18.853462 -14.128121 0.14 0.29 0.70
C -0.646391 -18.321107 -11.818033 -0.70 -1.31 -0.74
C -0.673692 -16.973949 -12.080422 -0.21 1.36 1.57
C -0.681554 -16.068866 -11.008507 0.25 -0.58 1.34
C -0.728346 -16.557485 -9.665905 -0.14 -1.48 -2.17
C -0.810662 -17.963220 -9.459919 0.40 0.69 -0.61
C -0.737590 -18.865716 -10.543607 0.01 2.79 0.97
C -0.874959 -20.287745 -10.278158 -0.05 -1.03 -1.41
O -0.639477 -20.764387 -9.204329 -0.04 -0.24 1.20
H -2.087223 -23.372753 -14.485162 -0.24 -0.26 -0.40
H -2.334608 -24.272434 -12.114979 0.44 -0.38 -0.48
H -1.674680 -22.891577 -10.193382 -0.24 0.45 -1.03
H -1.276855 -20.880519 -14.754012 -0.33 -0.69 -0.75
H -0.842112 -16.607737 -13.062763 0.38 0.01 -0.83
H -0.638147 -14.974807 -11.121084 -0.17 -0.66 -0.32
H -0.763806 -15.821856 -8.896732 -0.02 0.06 0.74
H -0.925718 -18.432244 -8.497938 0.03 0.27 0.40
C 6.362536 -30.185667 -10.075787 1.72 -1.50 0.34
C 5.137316 -29.652225 -10.379519 -2.30 0.52 -0.03
C 4.790407 -29.129902 -11.649116 2.10 -0.79 0.55
C 5.831812 -29.194679 -12.605139 -1.18 0.37 1.36
C 7.085960 -29.682518 -12.298246 0.18 -1.46 1.27
C 7.357250 -30.274604 -11.041724 -0.44 1.10 -0.90
C 8.097789 -29.881470 -13.327584 2.57 -0.70 -0.42
O 9.106359 -30.573187 -13.102707 -1.44 1.11 -0.65
C 7.910867 -29.167415 -14.626687 0.23 -0.16 -0.42
C 8.924031 -29.017820 -15.602479 -0.05 -1.69 2.29
C 8.681285 -28.394953 -16.771335 0.72 0.97 -0.69
C 7.449543 -27.854803 -16.987222 -1.47 1.23 -1.35
C 6.419246 -27.993661 -16.064994 -0.32 1.46 -1.29
C 6.649238 -28.642461 -14.891191 0.16 -0.46 0.19
C 5.520516 -28.848229 -13.972281 -1.44 -0.08 -0.31
O 4.345392 -28.841531 -14.333015 0.84 0.34 -0.37
H 6.577377 -30.716197 -9.120391 -0.55 0.74 -0.59
H 4.346967 -29.771613 -9.620238 0.54 0.40 -0.53
H 3.827049 -28.718139 -11.937832 0.14 -0.25 0.37
H 8.326855 -30.761620 -10.952543 -0.33 0.10 0.37
H 9.876546 -29.485614 -15.420451 0.25 0.05 0.26
H 9.490828 -28.147176 -17.447985 -0.04 -0.42 -0.14
H 7.312762 -27.264153 -17.919355 -0.17 -0.46 0.81
H 5.472600 -27.448014 -16.183984 0.34 -0.55 -0.17
```
Positions in Å, forces in eV/Å.

Mulliken population analysis, charges in e, atoms 1 to 4:
1. C 0.069
2. N 1.447
3. C -0.110
4. C 0.086